<i>
Below is the molecule C3H10N2O3, with properties calculated with ωB97M-V with the def2-TZVPD basis set.

As for the highest occupied orbital energy: -8.79 eV. The value obtained for the LUMO energy is 0.0272 hartree.

Last column: natural (NBO) charge in e.
Geometry (Å):
C (-0.2664, -2.1496, 0.4880)  -0.45
N (0.0694, -1.5613, -0.7801)  -0.17
O (1.4705, -1.8319, -1.0244)  -0.62
C (-0.1163, 0.0536, -0.6969)  -0.13
N (0.0576, 0.5789, 0.6247)  -0.19
O (-1.2177, 0.6020, 1.2446)  -0.58
C (0.4896, 2.0798, 0.1913)  0.07
O (-0.5713, 2.9429, 0.0182)  -0.69
H (0.2774, -1.6440, 1.3119)  0.18
H (-1.3360, -2.0109, 0.6524)  0.21
H (-0.0170, -3.2154, 0.4780)  0.20
H (1.4677, -2.2988, -1.8683)  0.47
H (-1.1374, 0.1592, -1.0670)  0.19
H (0.6570, 0.3255, -1.4123)  0.22
H (-1.0353, 0.6910, 2.1857)  0.48
H (1.0158, 2.4042, 1.0862)  0.17
H (1.2217, 2.1248, -0.6233)  0.17
H (-1.0290, 2.7500, -0.8088)  0.47

<ii>
Below is a cluster of 4 separate species, C3H10N2O3 in total, with properties calculated with ωB97M-V with the def2-TZVPD basis set.

As for the highest occupied orbital energy: -8.62 eV. The value obtained for the LUMO energy is 0.0241 hartree.

Last column: natural (NBO) charge in e.
Geometry (Å):
C (-0.3172, 0.8286, -0.1669)  -0.10
C (-1.1657, 1.2531, 0.8154)  -0.09
N (-0.4438, 1.3211, 1.9929)  -0.51
C (0.8719, 0.9825, 1.6253)  0.13
N (0.9089, 0.6094, 0.2846)  -0.49
H (-0.4979, 0.8943, -1.2890)  0.23
H (-2.2198, 1.5722, 0.8035)  0.22
H (-0.6829, 1.7878, 2.8273)  0.42
H (1.5785, 1.1110, 2.3551)  0.19
O (1.8860, 0.3845, -2.5783)  -0.95
H (2.4068, 0.3035, -1.6504)  0.48
H (1.7587, -0.5303, -2.7255)  0.47
O (2.2118, -2.3757, -1.1028)  -0.95
H (2.0047, -1.7898, -0.4033)  0.48
H (2.2765, -3.2260, -0.7935)  0.47
O (-3.5433, -0.7682, 0.3328)  -0.93
H (-3.4483, -1.7481, 0.3238)  0.47
H (-3.5846, -0.6100, -0.6509)  0.47

Relative energies, in kcal/mol, with the most stable structure set to zero: <i> 86.5; <ii> 0.0.

<i>
Below is the molecule C3H6O2S2, with properties calculated with ωB97M-V with the def2-TZVPD basis set.

As for the highest occupied orbital energy (spin up / spin down): -7.51 / -7.74 eV. The value obtained for the LUMO energy (spin up / spin down) is 0.0017 / 0.0147 hartree.

Last column: natural (NBO) charge in e.
Geometry (Å):
C (1.4979, -0.2143, 0.4174)  -0.04
C (-0.7198, 0.6600, 0.0854)  -0.02
C (-1.2991, -0.6712, 0.3243)  -0.14
O (0.6079, 0.6722, 0.3343)  -0.37
O (-0.8276, -1.6044, -0.5201)  -0.72
S (3.1506, 0.4261, 0.3356)  -0.02
S (-1.3562, 2.3147, 0.2736)  0.01
H (1.3306, -1.3276, 0.4234)  0.21
H (-2.4397, -0.5812, 0.2199)  0.18
H (-1.0984, -0.9528, 1.3702)  0.19
H (-0.9990, -1.5275, -1.4500)  0.49
H (3.1824, 0.0114, -0.9402)  0.13
H (-1.0297, 2.7945, -0.8737)  0.11

<ii>
Below is the molecule C3H6O2S2, with properties calculated with ωB97M-V with the def2-TZVPD basis set.

As for the highest occupied orbital energy: -8.42 eV. The value obtained for the LUMO energy is 0.0211 hartree.

Last column: natural (NBO) charge in e.
Geometry (Å):
C (-1.7864, -1.2905, -0.3636)  -1.07
S (-0.9075, 0.0950, 0.0416)  2.04
O (-1.6896, 1.2366, -0.1054)  -0.91
O (-0.4366, -0.1507, 1.5986)  -0.89
C (0.8420, 0.4288, -0.6432)  -0.57
C (1.8852, 1.1196, 0.1934)  -0.52
S (2.1629, -0.6309, -0.0717)  0.18
H (-2.7112, -0.9301, -0.8289)  0.24
H (-1.3331, -1.8852, -1.0132)  0.21
H (-0.2934, -1.0657, 1.7640)  0.52
H (0.9402, 0.6609, -1.7770)  0.27
H (1.4584, 1.3240, 1.2133)  0.26
H (2.4856, 1.8377, -0.3991)  0.25

Relative energies, in kcal/mol, with the most stable structure set to zero: <i> 0.0; <ii> 3.3.

<i>
Below is a structure of composition C3H6O2S2, with properties calculated with ωB97M-V with the def2-TZVPD basis set.

As for the highest occupied orbital energy: -9.17 eV. The value obtained for the LUMO energy is -0.0651 hartree.

Last column: natural (NBO) charge in e.
Geometry (Å):
C (0.8024, -0.6422, 0.6994)  -0.37
C (-0.0761, 1.1701, -0.8485)  -0.64
C (0.6813, 0.8386, 0.4672)  -0.50
O (-1.0204, -3.0257, -0.2273)  -0.85
O (-2.3159, -1.0092, 0.1879)  -0.85
S (0.6236, -1.3669, 2.1389)  0.14
S (-1.1599, -1.5938, -0.3536)  1.71
H (1.3387, -1.1714, -0.1397)  0.21
H (0.6097, 1.9047, -1.3889)  0.22
H (-0.9492, 1.8267, -0.7070)  0.23
H (-0.4380, 0.3899, -1.5465)  0.21
H (0.1722, 1.3953, 1.3018)  0.24
H (1.7316, 1.2838, 0.4163)  0.25

<ii>
Below is the molecule C3H6O2S2, with properties calculated with ωB97M-V with the def2-TZVPD basis set.

As for the highest occupied orbital energy: -8.97 eV. The value obtained for the LUMO energy is 0.0180 hartree.

Last column: natural (NBO) charge in e.
Geometry (Å):
O (-0.3564, -0.3997, -2.7820)  -0.57
C (0.0366, -0.1894, -1.6723)  0.80
O (1.2898, 0.1686, -1.3102)  -0.71
C (-0.9151, -0.2463, -0.4815)  -0.54
C (-0.2563, -0.8088, 0.7849)  -0.56
S (-0.3228, 0.0908, 2.3583)  0.10
S (1.1359, 1.5252, 2.1930)  -0.13
H (1.9244, 0.4415, -2.0054)  0.51
H (-1.3584, 0.7194, -0.2589)  0.25
H (-1.6854, -0.9483, -0.8186)  0.24
H (0.7740, -1.1070, 0.6048)  0.24
H (-0.5796, -1.7792, 1.2148)  0.24
H (0.3133, 2.5332, 2.1731)  0.12

Relative energies, in kcal/mol, with the most stable structure set to zero: <i> 53.9; <ii> 0.0.

<i>
Below is a cluster of 2 separate species, CH2FNO3S in total, with properties calculated with ωB97M-V with the def2-TZVPD basis set.

As for the highest occupied orbital energy: -11.17 eV. The value obtained for the LUMO energy is 0.0093 hartree.

Last column: natural (NBO) charge in e.
Geometry (Å):
C (-1.2197, 0.1970, 0.2780)  0.88
N (-2.3414, 0.0051, -0.0976)  -0.75
O (-0.0936, 0.2836, 0.4823)  -0.54
O (2.8702, -0.3636, -0.2538)  -0.89
O (5.1905, -0.6070, 0.3049)  -0.87
F (4.3326, 1.5152, -0.6661)  -0.54
S (4.0931, 0.3073, 0.5212)  1.77
H (-3.1636, 0.0164, 0.4433)  0.42
H (2.0151, 0.0846, -0.1964)  0.52

<ii>
Below is the molecule CH2FNO3S, with properties calculated with ωB97M-V with the def2-TZVPD basis set.

As for the highest occupied orbital energy: -11.06 eV. The value obtained for the LUMO energy is 0.0063 hartree.

Last column: natural (NBO) charge in e.
Geometry (Å):
N (0.4666, -1.3763, 0.3425)  -0.81
C (0.6611, -0.4045, -0.5202)  0.56
O (1.3303, -0.2374, -1.4744)  -0.51
S (-0.6509, 1.0701, -0.0829)  2.17
O (-1.5190, 0.4628, 0.8762)  -0.93
O (-1.1381, 2.0157, -0.9898)  -0.85
F (0.4742, 1.9299, 0.8021)  -0.52
H (0.7360, -2.3313, 0.1846)  0.43
H (-0.3600, -1.1291, 0.8620)  0.44

Relative energies, in kcal/mol, with the most stable structure set to zero: <i> 0.0; <ii> 8.2.